(1)
This record from OMol25 describes one molecule with the formula C3H4N2O. The level of theory is ωB97M-V/def2-TZVPD.

Each line ends with the Mulliken charge.
Cartesian coordinates (Å):
C: 0.98244 -0.57313 -1.16362  -1.490
C: 0.18262 0.60298 -0.71840  0.642
O: 0.00094 1.54622 -1.37101  -0.491
N: -0.49337 0.46358 0.52193  -0.314
C: -0.49742 -0.61891 1.32372  0.427
N: -0.46633 -1.58807 2.00137  -0.421
H: 1.28864 -0.41727 -2.19534  0.340
H: 0.26314 -1.39666 -1.23098  0.366
H: 1.68296 -0.73715 -0.75207  0.593
H: -0.53015 1.58708 0.83312  0.348

HOMO energy = -10.6 eV
Charge = 0
Total energy = -301.3596 hartree
Structure (SMILES) = CC(=O)NC#N



(2)
This record from OMol25 describes a 5-piece molecular cluster, C34H68FNO8P overall. The level of theory is ωB97M-V/def2-TZVPD.

Each line ends with the Mulliken spin population.
Cartesian coordinates (Å):
C: 3.72220 1.96301 2.67681  0.000
C: 2.54501 2.51127 1.77956  0.000
O: 1.78091 1.31723 1.39688  0.000
P: 1.06980 1.63067 -0.08452  0.000
O: 0.71160 3.10647 -0.19717  0.000
C: -0.49326 0.67378 -0.36203  -0.002
C: -0.73626 -0.50523 0.64765  0.001
C: -2.26043 -0.94432 0.70656  0.018
C: -2.21923 -2.39937 1.34482  -0.006
C: -1.44370 -2.45558 2.69240  0.003
C: -0.03321 -3.13259 2.57844  0.000
F: -2.21319 -3.24275 3.57937  0.000
C: -2.92141 -1.10907 -0.70254  -0.006
C: -4.13955 -0.18892 -1.05181  0.004
C: -3.66485 0.94038 -2.05546  0.030
C: -5.11972 -1.08814 -1.91899  0.010
N: -4.94163 0.29678 0.08374  0.309
O: -5.83787 1.13434 -0.32965  0.597
C: -4.17545 0.86844 1.20144  0.025
C: -3.65668 2.34990 0.96069  0.018
C: -5.20411 0.99582 2.40432  0.015
C: -3.01667 -0.03089 1.74791  0.010
O: 2.12785 1.32194 -1.37018  0.000
C: 3.29439 0.56413 -0.93866  0.000
C: 4.01840 -0.04397 -2.19625  0.000
H: 4.35846 1.37102 1.98195  0.000
H: 4.30802 2.85242 2.99137  0.000
H: 3.35897 1.34318 3.51558  0.000
H: 1.85784 3.17724 2.32928  0.000
H: 3.03199 2.99318 0.90770  0.000
H: -0.43875 0.24567 -1.38541  0.000
H: -1.33348 1.38848 -0.23921  0.000
H: -0.39688 -0.14173 1.64854  0.000
H: -0.10099 -1.39711 0.42046  0.000
H: -3.28299 -2.70766 1.48820  -0.003
H: -1.77704 -3.10610 0.60968  0.004
H: -1.28568 -1.47053 3.17531  0.000
H: 0.07471 -3.79845 3.46358  0.000
H: 0.72407 -2.32891 2.71283  0.000
H: 0.09342 -3.69002 1.63296  0.000
H: -2.18978 -0.99713 -1.53638  -0.003
H: -3.28069 -2.16371 -0.78969  0.001
H: -4.54798 1.45170 -2.49651  -0.006
H: -3.17981 0.39089 -2.89819  0.000
H: -2.92550 1.63879 -1.62324  0.000
H: -4.57036 -1.39301 -2.83584  0.000
H: -5.42472 -1.95786 -1.30230  -0.006
H: -6.01090 -0.51774 -2.24914  0.000
H: -4.15499 3.03344 1.68789  -0.003
H: -2.57275 2.41386 1.21252  0.000
H: -3.89360 2.75325 -0.03998  0.002
H: -4.61722 1.08256 3.35223  0.001
H: -5.85189 1.88652 2.31213  -0.003
H: -5.80485 0.06339 2.52385  -0.005
H: -2.27387 0.57453 2.31312  -0.002
H: -3.47741 -0.70481 2.51255  -0.004
H: 3.97786 1.19250 -0.33543  0.000
H: 2.89744 -0.30829 -0.36444  0.000
H: 3.57682 0.30074 -3.15202  0.000
H: 5.09500 0.21106 -2.11020  0.000
H: 3.91728 -1.15283 -2.18165  0.000
C: 7.76179 -1.25340 4.48388  0.000
C: 7.95842 0.23517 4.70248  0.000
C: 7.13429 0.82924 3.57401  0.000
O: 6.05915 -0.08483 3.32252  0.000
C: 6.31868 -1.31257 4.01557  0.000
H: 7.94481 -1.85659 5.37311  0.000
H: 8.42784 -1.60392 3.69019  0.000
H: 7.53633 0.52751 5.66822  0.000
H: 9.00170 0.54978 4.67795  0.000
H: 7.72376 0.91845 2.65499  0.000
H: 6.72767 1.81133 3.82232  0.000
H: 5.62832 -1.37366 4.86400  0.000
H: 6.12613 -2.15557 3.34987  0.000
C: -10.33290 1.76332 0.33131  0.000
C: -9.27333 1.08946 -0.52087  0.000
C: -8.88429 -0.09532 0.34022  -0.003
O: -10.05088 -0.46320 1.08995  0.000
C: -11.03493 0.57015 0.95809  0.000
H: -11.00876 2.40630 -0.23309  0.000
H: -9.85572 2.36764 1.10835  0.000
H: -9.71752 0.74094 -1.45833  0.000
H: -8.42794 1.73272 -0.76288  0.002
H: -8.09633 0.17271 1.05125  0.001
H: -8.54446 -0.94904 -0.24918  0.000
H: -11.83462 0.19455 0.30980  0.000
H: -11.46005 0.79745 1.93739  0.000
C: 1.79824 -3.71346 -2.95375  0.000
C: 2.22265 -4.83621 -2.02408  0.000
C: 1.72182 -4.33735 -0.68054  0.000
O: 0.55444 -3.54383 -0.94453  0.000
C: 0.46786 -3.29523 -2.35437  0.000
H: 1.71715 -4.01410 -3.99810  0.000
H: 2.51340 -2.88802 -2.89024  0.000
H: 1.70529 -5.76041 -2.29671  0.000
H: 3.29479 -5.03155 -2.03166  0.000
H: 2.46266 -3.69376 -0.19345  0.000
H: 1.46593 -5.15030 0.00141  0.000
H: -0.35461 -3.89873 -2.75330  0.000
H: 0.24072 -2.24092 -2.52679  0.000
C: 6.00282 4.04662 -4.73699  0.000
C: 7.01606 3.34301 -5.62115  0.000
C: 7.37057 2.12595 -4.78533  0.000
O: 6.20428 1.79702 -4.01982  0.000
C: 5.26251 2.87579 -4.11586  0.000
H: 5.34451 4.72631 -5.27770  0.000
H: 6.51975 4.61734 -3.96016  0.000
H: 6.53991 3.02990 -6.55474  0.000
H: 7.88321 3.95482 -5.86998  0.000
H: 8.18302 2.34747 -4.08475  0.000
H: 7.66145 1.26800 -5.39409  0.000
H: 4.43600 2.54503 -4.75420  0.000
H: 4.86563 3.10612 -3.12571  0.000

HOMO energy (spin up / spin down) = -8.8 / -9.1 eV
<S²> = 0.7540
Charge = 0
Total energy = -2434.0621 hartree
2S+1 = 2



(3)
This record from OMol25 describes C42H43ClIN6OP2Ru as an isolated structure. The level of theory is ωB97M-V/def2-TZVPD.

Each line ends with the Mulliken spin population.
Cartesian coordinates (Å):
Ru: 1.08297 1.37104 -1.24981  1.079
C: -0.19089 2.30608 4.40350  0.000
C: -0.41069 1.01450 5.14333  -0.001
C: -0.46076 1.02004 6.53437  0.000
C: -0.61299 -0.15224 7.25789  0.000
C: -0.71390 -1.36270 6.58990  0.000
C: -0.66617 -1.38475 5.20456  0.001
C: -0.52245 -0.21075 4.46824  -0.001
P: -0.42405 -0.20113 2.63100  -0.002
C: -0.87043 -1.91998 2.19071  0.001
C: 0.04627 -2.78734 1.59701  0.001
C: -0.35214 -4.00517 1.06558  0.000
C: -1.68575 -4.37342 1.12246  0.000
C: -2.60621 -3.52600 1.72205  0.000
C: -2.22476 -2.30074 2.25994  0.000
C: -3.27102 -1.42414 2.89856  -0.001
C: 1.39614 -0.09562 2.46596  -0.008
C: 2.19622 -0.98060 3.19459  0.002
C: 3.57065 -0.85105 3.24906  -0.004
C: 4.15946 0.23293 2.60661  0.003
C: 3.37760 1.11985 1.89179  0.002
C: 1.98320 0.97152 1.75758  -0.013
C: 1.26058 1.94173 0.89395  -0.001
H: -0.39623 3.16133 5.04655  0.000
H: -0.82479 2.37724 3.51750  0.000
H: 0.84303 2.38248 4.05677  0.000
H: -0.37653 1.96609 7.05679  0.000
H: -0.64958 -0.11969 8.33932  0.000
H: -0.82530 -2.28711 7.14214  0.000
H: -0.73801 -2.33401 4.68577  0.000
H: 1.08355 -2.49587 1.52339  -0.001
H: 0.37785 -4.64795 0.59101  0.000
H: -2.01179 -5.31234 0.69437  0.000
H: -3.65075 -3.81446 1.76741  0.000
H: -4.26910 -1.70631 2.56063  0.000
H: -3.11209 -0.36468 2.67545  0.000
H: -3.25044 -1.51126 3.98626  0.000
H: 1.72050 -1.78619 3.74265  0.000
H: 4.16823 -1.55734 3.80975  0.000
H: 5.22832 0.39461 2.67540  0.000
H: 3.85164 1.98422 1.43765  -0.001
H: 1.82609 2.87825 0.89133  0.007
H: 0.26056 2.16939 1.26404  0.014
I: 3.66532 1.67605 -1.42682  -0.008
C: 3.66929 1.53709 -3.50781  0.004
C: 4.78347 1.86486 -4.21899  0.010
C: 4.79472 1.62906 -5.60973  -0.007
C: 3.72561 1.02272 -6.20000  0.008
C: 2.57989 0.65255 -5.45155  -0.016
C: 1.53082 -0.08087 -6.05494  0.030
C: 0.48145 -0.49719 -5.29391  -0.024
C: 0.38989 -0.10698 -3.93900  0.039
C: 1.32616 0.66303 -3.28573  -0.050
C: 2.49801 0.96729 -4.06665  0.008
H: 5.65461 2.27958 -3.72941  0.000
H: 5.66717 1.89887 -6.18986  0.000
H: 3.74357 0.79201 -7.25856  0.000
H: 1.60706 -0.34182 -7.10369  0.001
H: -0.29080 -1.12933 -5.71643  0.000
H: -0.46450 -0.48487 -3.39445  0.009
C: -4.14308 2.31636 -1.62826  -0.001
N: -3.44821 1.60076 -2.79088  -0.001
C: -3.77012 0.09397 -2.70202  -0.001
N: -3.44924 -0.41956 -1.42599  -0.001
C: -4.14031 0.31546 -0.37898  0.000
N: -3.79010 1.73457 -0.38502  -0.001
C: -2.38358 1.96368 -0.00857  -0.011
P: -1.20546 1.15480 -1.19339  -0.082
C: -1.96949 1.84155 -2.73914  0.002
C: -1.99948 -0.50889 -1.18408  -0.004
H: -5.21479 2.21690 -1.80858  0.000
H: -3.84165 3.36236 -1.68099  0.000
H: -3.81678 1.96059 -3.67104  0.000
H: -3.19348 -0.39836 -3.48508  0.000
H: -4.84001 0.01172 -2.90194  0.000
H: -3.87424 -0.11368 0.58309  0.000
H: -5.21931 0.22131 -0.52718  0.000
H: -2.20482 1.54063 0.98162  0.000
H: -2.18451 3.03217 0.04098  0.000
H: -1.50852 1.38861 -3.61435  -0.002
H: -1.79652 2.91842 -2.75314  0.001
H: -1.82902 -0.96592 -0.20969  -0.001
H: -1.54450 -1.17524 -1.91091  0.000
N: 2.94606 -1.64248 -0.23737  0.000
C: 1.77459 -1.73678 -0.90755  -0.002
O: 0.91912 -0.80354 -0.80708  0.016
C: 1.52760 -2.90091 -1.67819  0.002
C: 2.45802 -3.96533 -1.67309  0.000
N: 3.21699 -4.83641 -1.66727  0.001
C: 0.35119 -3.00903 -2.44685  0.008
N: -0.61728 -3.09896 -3.07328  0.000
H: 3.57963 -2.42430 -0.22104  -0.001
H: 3.02564 -0.94363 0.48523  0.000
Cl: -0.36518 4.40460 -1.17654  0.004
C: 1.02546 3.36367 -1.78281  -0.043
H: 1.89169 3.93959 -1.46635  0.012
H: 0.95591 3.44084 -2.86974  0.019

HOMO energy (spin up / spin down) = -7.4 / -7.3 eV
<S²> = 0.7582
Charge = 0
Total energy = -3565.4847 hartree
2S+1 = 2



(4)
This record from OMol25 describes C21H22I2N8O2S2Zn as an isolated structure. The level of theory is ωB97M-V/def2-TZVPD.

Each line ends with the Mulliken charge.
Cartesian coordinates (Å):
Zn: 1.27134 -0.74436 1.64833  0.038
I: -1.76747 -1.22757 5.06237  0.143
C: -1.71930 -1.27202 7.17528  -0.871
I: -0.64494 -3.07556 7.96058  0.035
H: -2.68581 -1.41855 7.65545  0.367
H: -1.13318 -0.44276 7.66816  0.372
N: 2.16139 2.73762 1.69005  -0.295
C: 2.37434 2.00719 2.79757  0.356
N: 2.06620 0.74501 2.87026  0.145
C: 2.37598 0.20966 4.09341  0.199
C: 2.93924 1.08050 4.98226  -0.340
S: 3.01248 2.64442 4.27148  -0.156
C: 2.22899 -1.21727 4.18835  -0.100
C: 2.69871 -1.99859 5.19828  -0.270
S: 2.29542 -3.61025 4.92402  -0.146
C: 1.52844 -3.21332 3.49071  0.459
N: 1.59982 -1.91600 3.18548  0.328
N: 0.86435 -4.12968 2.76659  -0.431
H: 2.17617 2.24028 0.80665  0.226
H: 2.36353 3.70497 1.75334  0.202
H: 3.18643 0.92669 6.05621  0.390
H: 3.23083 -1.71236 6.07825  0.423
H: 1.05226 -5.12245 2.92402  0.302
H: 0.89934 -3.94263 1.78393  0.196
N: 1.92430 0.68515 -3.21898  -0.535
C: 2.28186 -0.46165 -2.40587  -0.717
C: 1.95014 -0.17157 -0.92849  1.056
O: 2.04783 -1.21677 -0.19962  -0.778
O: 1.57858 0.93792 -0.50329  -0.780
H: 2.34928 0.65929 -4.14466  0.223
H: 2.21334 1.55589 -2.70156  0.199
H: -0.27304 0.56518 -3.57332  0.139
H: 3.31924 -0.60689 -2.46159  0.439
H: 1.80864 -1.33842 -2.83490  0.343
N: -3.37691 0.90197 -3.36388  0.005
C: -3.19672 1.26774 -4.69040  0.426
C: -4.02735 1.54236 -5.72112  -0.618
C: -3.47337 2.03700 -6.90618  -0.505
C: -2.12054 2.09444 -7.06976  -0.561
C: -1.25182 1.67635 -6.08647  -0.612
C: -1.79082 1.25588 -4.86938  0.490
N: -1.26746 0.81794 -3.68451  0.282
C: -2.19827 0.56466 -2.81310  -0.217
C: -1.92726 0.18831 -1.46815  0.564
C: -1.73697 1.07901 -0.45758  -0.261
C: -1.14184 0.66226 0.74056  -0.217
N: -0.78821 -0.63634 0.95025  -0.566
C: -1.09045 -1.51548 -0.06484  -0.423
C: -1.66592 -1.18909 -1.23798  -0.501
H: -4.22986 0.85917 -2.85826  0.219
H: -5.09188 1.33910 -5.66706  0.390
H: -4.06021 2.18801 -7.77799  0.406
H: -1.68394 2.29074 -8.00183  0.440
H: -0.14141 1.69699 -6.17036  0.345
H: -1.90661 2.12388 -0.58353  0.520
H: -0.99395 1.42598 1.52112  0.431
H: -0.78091 -2.54709 0.18129  0.312
H: -1.63202 -1.98491 -1.95961  0.488

HOMO energy = -12.8 eV
Charge = +2
Total energy = -4572.6988 hartree



(5)
This record from OMol25 describes one molecule with the formula C12H14N2O. The level of theory is ωB97M-V/def2-TZVPD.

Each line ends with the Mulliken charge.
Cartesian coordinates (Å):
C: 0.49846 1.64966 -2.76019  -1.101
C: 0.81536 0.21360 -2.51275  0.187
N: -0.02221 -0.69817 -2.30539  -0.548
C: -1.40969 -0.57815 -2.32923  0.464
O: -2.01954 -0.65336 -3.37918  -0.611
C: -2.05159 -0.41647 -1.01825  0.421
C: -3.52417 -0.11157 -1.05708  -1.629
C: -1.39308 -0.46927 0.16092  -0.171
N: -0.10819 -0.87802 0.34005  -0.225
C: 0.72327 -0.57142 1.39836  0.781
C: 0.40566 0.40130 2.34824  -0.480
C: 1.29701 0.70022 3.36043  -0.685
C: 2.51467 0.04593 3.44526  -0.507
C: 2.83334 -0.92307 2.50678  -0.526
C: 1.95015 -1.23268 1.49283  -0.358
H: 0.12806 1.76523 -3.78085  0.266
H: 1.37680 2.27521 -2.63139  0.348
H: -0.29667 1.97954 -2.09067  0.325
H: 1.86398 -0.06986 -2.49469  0.479
H: -3.86427 -0.17555 -2.08775  0.364
H: -3.73157 0.89020 -0.68442  0.291
H: -4.08386 -0.82536 -0.45686  0.350
H: -1.93137 -0.22519 1.06995  0.465
H: 0.31305 -1.36376 -0.44627  0.322
H: -0.52645 0.93934 2.27727  0.308
H: 1.04161 1.46391 4.08096  0.357
H: 3.21492 0.29356 4.22762  0.377
H: 3.78063 -1.43827 2.56414  0.372
H: 2.20571 -1.98752 0.76214  0.364

HOMO energy = -7.8 eV
Charge = 0
Total energy = -650.3990 hartree
Structure (SMILES) = C/C=N\C(=O)/C(C)=C\Nc1ccccc1



Q: What is the charge in the second record?
A: 0



Q: Among the records above, which one has the lowest total energy?
A: C21H22I2N8O2S2Zn



Q: What is the formula in the fifth record?
A: C12H14N2O